(1)
Entry from the Open Molecules 2025 dataset: a structure of composition C39H64BBr2INNbO34P in a non-equilibrium geometry (the ωB97M-V functional and the def2-TZVPD basis).

```
144
Properties=species:S:1:pos:R:3:lowdin_charge:R:1
I 4.027 3.354 2.008 0.699
Nb 1.916 1.158 -2.161 1.320
Br 4.174 1.618 -3.361 0.456
Br -0.115 -0.505 0.905 0.182
P -0.371 0.760 -0.970 0.309
O -6.408 1.043 -0.836 0.058
O -7.716 0.829 5.129 0.066
O 2.031 3.063 -1.354 -0.500
O -5.060 -0.227 0.416 0.063
O 10.465 -4.363 -1.165 0.064
O -6.607 0.277 3.267 0.072
O -0.611 -4.408 -9.005 0.050
O -0.968 2.300 -0.493 -0.504
O 1.545 -3.855 -9.407 0.165
O -1.400 -0.666 5.216 0.061
O -12.802 -1.662 3.491 0.073
O -2.140 -2.660 5.960 0.140
O -7.226 -0.795 0.179 0.130
O -7.876 2.882 8.096 0.067
O -11.071 -0.434 2.768 0.043
O -6.864 3.072 10.086 0.055
O 0.922 3.352 -4.493 -0.047
O 9.513 -2.075 3.291 0.033
O 7.137 -1.525 -3.277 0.073
O -3.429 -1.394 4.612 0.067
O 0.404 -5.118 -10.880 0.059
O 8.100 -3.728 2.711 0.169
O -1.310 4.339 4.548 0.060
O 11.695 -2.645 -0.425 0.065
O -0.575 1.452 -4.270 0.002
O 8.440 0.283 -3.051 0.066
O -8.974 3.822 9.824 0.155
O -0.867 3.045 2.756 0.159
O 0.643 4.549 3.474 0.039
O 7.630 -2.389 4.461 0.076
O -10.939 -1.525 4.745 0.158
O 11.365 -2.914 -2.637 0.152
O -5.589 1.533 4.824 0.119
O 6.214 0.534 -3.353 -0.169
N 1.717 -0.783 -2.909 -0.254
C 11.194 -3.275 -1.515 -0.574
C -0.496 5.187 5.356 -0.126
C -2.307 -1.667 5.322 -0.574
C 9.255 -0.844 -2.727 -0.139
C 4.721 1.351 1.457 -0.597
C -6.313 -0.063 -0.057 -0.570
C -8.678 0.238 4.240 -0.116
C 11.080 -3.233 0.728 -0.119
C 1.289 3.926 -6.866 -0.073
C 0.567 -0.649 -6.521 -0.253
C -6.018 2.246 9.282 -0.121
C -4.213 0.711 -0.265 -0.116
C 0.568 5.640 4.388 -0.122
C -0.840 -5.807 -10.810 -0.135
C -1.864 0.233 4.196 -0.121
C 0.676 -1.429 -5.162 -0.183
C 3.049 0.479 -0.260 -0.400
C -7.810 -0.498 3.258 -0.103
C 0.545 -4.403 -9.729 -0.551
C -3.346 -0.026 4.184 -0.114
C 1.821 3.207 -5.587 -0.294
C 7.172 -0.169 -3.240 -0.543
C -0.540 3.895 3.518 -0.550
C 1.951 -0.967 -4.354 -0.350
C 0.126 -1.618 -7.684 -0.124
C 9.392 -0.950 4.165 -0.115
C -8.000 3.308 9.377 -0.569
C -1.627 -4.972 -9.833 -0.126
C 4.434 1.211 -0.091 -0.458
C -11.991 -0.518 1.678 -0.109
C -11.546 -1.235 3.764 -0.538
C -5.186 1.776 -0.693 -0.113
C 8.408 -1.443 5.196 -0.118
C 8.487 -1.993 -3.330 -0.123
C -6.503 2.539 7.887 -0.121
C -6.551 0.935 4.444 -0.547
C 10.676 -4.594 0.231 -0.109
C 8.382 -2.819 3.421 -0.560
C -13.271 -0.932 2.357 -0.119
B 0.609 2.125 -3.868 -0.673
H 2.111 4.429 -7.409 0.065
H -6.168 1.203 9.567 0.134
H 4.394 2.251 -0.458 0.001
H 2.667 -1.818 -4.459 0.102
H -2.175 -4.161 -10.319 0.134
H 10.224 -2.626 1.020 0.116
H -2.322 -5.564 -9.241 0.132
H 7.780 -0.648 5.592 0.136
H -4.971 2.504 9.425 0.132
H -9.260 1.034 3.771 0.133
H 10.250 -0.738 -3.148 0.124
H 11.781 -3.280 1.559 0.135
H 3.207 -0.616 -0.243 0.032
H 1.530 5.809 4.869 0.134
H -0.248 -1.288 -4.579 0.100
H 0.803 -2.488 -5.461 0.097
H -7.579 -1.516 3.582 0.148
H 5.235 0.626 -0.573 0.073
H -13.857 -0.079 2.704 0.134
H -3.891 0.597 4.893 0.100
H 2.133 2.169 -5.790 0.085
H -4.902 2.250 -1.629 0.134
H -0.034 -0.994 -8.581 0.070
H -11.630 -1.266 0.968 0.139
H -3.439 1.092 0.396 0.118
H 0.877 -2.401 -7.814 0.046
H -1.309 -5.860 -11.790 0.130
H -3.739 0.212 -1.112 0.125
H 0.283 6.541 3.841 0.135
H 2.414 -0.120 -4.880 0.033
H 0.520 4.668 -6.604 0.071
H 11.467 -5.339 0.351 0.133
H -0.194 0.146 -6.474 0.089
H -1.620 1.261 4.443 0.113
H 9.012 -0.100 3.596 0.137
H -1.336 2.051 -4.234 0.086
H -0.663 -6.822 -10.445 0.131
H -1.077 6.013 5.761 0.131
H -0.855 -2.024 -7.370 0.072
H 8.759 -2.178 -4.371 0.138
H -5.991 3.393 7.437 0.138
H -0.088 4.601 6.184 0.134
H 9.770 -4.961 0.707 0.130
H 1.534 3.115 -0.527 -0.046
H 5.804 1.267 1.646 0.026
H -9.353 -0.422 4.776 0.098
H -0.788 2.452 0.449 -0.020
H -8.240 -0.537 2.262 0.109
H 1.538 -0.215 -6.820 0.098
H -12.077 0.439 1.168 0.137
H -1.390 -0.025 3.246 0.036
H 2.487 0.754 0.661 -0.028
H -6.412 1.686 7.221 0.110
H 8.895 -1.958 6.028 0.133
H 0.841 3.207 -7.576 0.062
H 2.746 3.754 -5.306 0.100
H 8.600 -2.917 -2.768 0.121
H -13.898 -1.558 1.726 0.134
H 4.129 0.647 2.054 0.031
H 9.336 -0.918 -1.639 0.131
H 10.356 -0.685 4.595 0.133
H -5.325 2.548 0.068 0.133
H 0.806 -1.198 -2.716 0.009
H -3.784 0.100 3.196 0.129
```

As for the net charge: -1. The calculation puts the frontier orbital gap at 5.3 eV. The value obtained for the lowest unoccupied orbital energy is 1.5 eV.

(2)
Entry from the Open Molecules 2025 dataset: a structure of composition C39H64Cl46N7O8S in a non-equilibrium geometry (the ωB97M-V functional and the def2-TZVPD basis).

```
165
Properties=species:S:1:pos:R:3:lowdin_charge:R:1
Cl 2.651 0.761 -4.806 0.552
Cl 3.451 6.039 -3.139 0.496
Cl -10.780 -0.686 -0.659 0.541
Cl -2.005 3.591 -1.970 0.566
Cl -1.308 -13.445 3.054 0.514
Cl -5.982 -6.605 -0.861 0.504
Cl 1.064 -4.334 5.664 0.562
Cl 4.827 2.487 2.754 0.570
Cl -6.145 -9.180 0.478 0.541
Cl 2.303 3.653 -4.987 0.510
Cl 0.133 1.859 -5.793 0.533
Cl -0.144 -7.888 2.069 0.546
Cl 0.845 -1.466 6.066 0.612
Cl 8.094 -1.264 5.233 0.548
Cl 9.278 7.608 4.171 0.512
Cl 0.183 5.796 -7.211 0.503
Cl -4.325 -8.822 -1.756 0.534
Cl 8.997 9.099 6.653 0.531
Cl 5.611 12.602 -4.284 0.526
Cl 6.723 7.670 5.541 0.503
Cl -8.335 1.467 1.180 0.531
Cl 6.429 -3.368 4.120 0.559
Cl -10.564 3.233 0.581 0.530
Cl -2.455 -9.576 2.573 0.540
Cl -9.094 1.224 -2.060 0.544
Cl 3.882 8.953 -3.019 0.509
Cl 1.131 -2.545 3.374 0.598
Cl 10.518 13.665 -0.171 0.512
Cl -2.747 -7.157 0.993 0.572
Cl -2.097 4.079 -7.771 0.532
Cl 3.707 4.738 4.212 0.547
Cl -2.350 -14.900 5.342 0.532
Cl 13.177 12.603 -0.661 0.526
Cl -7.888 -1.021 -0.659 0.500
Cl -3.254 -12.191 4.811 0.501
Cl 5.479 11.228 -1.734 0.489
Cl -0.630 1.345 -2.563 0.651
Cl -0.861 4.215 -4.540 0.495
Cl 7.680 13.061 -2.310 0.509
Cl 1.199 7.867 -2.956 0.534
Cl 6.565 4.227 4.274 0.528
Cl 0.338 3.812 -9.331 0.541
Cl -8.476 4.106 2.402 0.544
Cl 5.299 -0.750 4.614 0.552
Cl -2.270 6.279 -3.050 0.563
Cl 10.894 11.514 -2.092 0.500
S 0.095 -7.455 -2.499 0.652
O 1.116 -7.311 -3.528 -0.302
O 1.563 0.205 -0.926 -0.095
O -0.354 -8.836 -2.357 -0.306
O -5.295 -2.431 1.577 0.076
O 3.770 -2.773 -1.339 0.157
O 0.768 -6.881 -1.107 -0.204
O -3.276 -3.022 2.222 0.135
O 1.340 1.936 2.351 -0.164
N -5.747 2.849 0.642 -0.054
N 0.572 -1.907 -0.162 0.052
N -2.344 -1.391 -3.571 0.013
N -1.842 -0.368 -1.019 0.003
N -4.814 3.928 -1.509 0.034
N -6.207 2.074 -1.546 0.108
N 3.500 -1.756 0.696 -0.140
C -2.435 1.062 1.218 -0.186
C -0.786 -2.371 0.252 -0.150
C 6.470 -1.951 5.173 -1.517
C -1.184 -3.842 -0.140 -0.126
C 1.155 1.092 0.121 -0.139
C -1.674 -8.499 1.418 -1.500
C 1.889 2.083 -5.701 -1.447
C 2.250 0.869 4.419 -0.162
C -9.408 2.720 1.813 -1.491
C 4.299 -2.629 1.621 -0.107
C -5.611 2.931 -0.805 -0.488
C -5.885 -8.362 -1.063 -1.528
C 0.673 -0.826 -1.218 -0.233
C 6.558 11.874 -2.982 -1.531
C 0.987 1.397 3.631 -0.255
C -0.702 -0.392 -1.886 -0.565
C 5.098 4.145 3.299 -1.510
C -3.916 -2.514 1.367 -0.484
C 4.494 -0.776 0.133 -0.074
C -1.236 4.855 -2.936 -1.443
C -1.937 -1.294 0.112 -0.308
C 3.036 -2.525 -0.436 -0.426
C -3.387 -1.907 0.041 -0.013
C -1.928 -5.663 -1.718 -0.250
C -1.799 -0.348 1.413 -0.105
C 11.454 12.221 -0.571 -1.542
C 1.814 0.848 1.520 -0.188
C -9.293 -0.469 -1.586 -1.499
C -1.892 -13.314 4.717 -1.548
C -0.908 -1.224 -3.249 -0.251
C -4.467 2.580 1.323 -0.199
C 2.836 7.644 -3.584 -1.517
C -1.361 -6.445 -2.970 -0.191
C -0.334 4.189 -7.741 -1.621
C 8.475 7.677 5.745 -1.558
C 1.545 -3.017 -0.501 0.014
C -1.401 -4.153 -1.656 -0.174
C -4.010 1.069 1.131 -0.154
C 0.459 -2.819 4.997 -1.476
H -0.492 -0.637 -4.114 0.075
H 1.190 -1.341 -2.077 0.163
H -4.506 0.381 1.850 0.122
H -4.572 2.776 2.415 0.128
H -0.620 -2.890 4.911 0.022
H 1.017 -1.505 0.687 0.124
H -2.465 -2.211 -4.161 0.078
H 11.309 11.494 0.217 0.010
H -0.455 -4.612 0.237 0.116
H 0.534 2.185 4.289 0.131
H 4.698 0.008 0.911 0.072
H -2.192 -3.552 -2.158 0.093
H -6.725 1.417 -0.954 -0.072
H 2.612 -0.101 3.987 0.011
H -1.087 -12.925 5.330 0.013
H -6.161 3.733 0.939 0.070
H 5.227 4.776 2.426 0.020
H 0.042 3.459 -7.032 -0.165
H -4.273 0.849 0.057 0.088
H 8.756 6.792 6.306 0.012
H 6.192 -2.260 6.174 0.019
H 4.075 -0.223 -0.743 0.100
H 2.920 0.975 1.464 0.077
H -1.460 -9.063 0.514 0.015
H -6.667 -8.670 -1.749 0.017
H -3.659 3.232 0.887 0.109
H 1.498 -3.773 0.329 0.152
H -0.712 -2.490 1.372 0.111
H -2.128 -4.172 0.371 0.108
H 3.063 1.624 4.319 0.007
H 2.273 2.073 -6.716 0.026
H 2.798 7.699 -4.667 0.016
H -5.324 4.043 -2.393 0.081
H -2.158 -0.818 2.356 0.125
H -5.698 -2.555 0.701 0.080
H -2.718 -0.103 -1.448 0.113
H -1.137 -5.726 -3.791 0.111
H -2.701 -0.559 -4.032 0.078
H 1.374 -3.451 -1.503 0.142
H -9.360 -1.072 -2.485 0.016
H -0.308 5.144 -2.452 0.007
H 3.778 -2.866 2.577 0.033
H 4.566 -3.573 1.082 0.107
H -0.684 -0.241 1.552 0.082
H -3.049 -5.700 -1.722 0.093
H 0.194 0.602 3.544 0.098
H 1.485 -0.089 2.030 0.062
H -2.004 1.659 0.376 0.081
H 0.037 1.175 0.168 0.098
H 5.461 -1.266 -0.124 0.105
H 5.250 -2.120 1.901 0.046
H -4.144 -1.139 -0.271 0.118
H -1.578 -6.197 -0.792 0.011
H -3.487 -2.710 -0.741 0.132
H 1.120 -7.635 -0.598 0.075
H -2.190 -7.099 -3.335 0.100
H -3.973 3.389 -1.786 -0.069
H -2.183 1.661 2.141 0.128
H -0.486 -4.146 -2.293 0.092
H -9.962 2.305 2.647 0.018
H 2.034 0.684 5.490 0.027
H 1.485 2.123 -0.184 0.153
H -0.336 -2.179 -3.265 0.101
H 7.132 11.052 -3.397 0.016
```

As for the net charge: +1. The calculation puts the frontier orbital gap at 9.0 eV. The value obtained for the lowest unoccupied orbital energy is -1.9 eV.